115
Properties=species:S:1:pos:R:3:mulliken_charge:R:1 method="wB97M-V/def2-TZVPD" homo_lumo_gap_ev=6.630 homo_energy_ev=-6.49 lumo_ev=0.14 total_energy_ha=-3786.8694 max_force_ev_per_a=0.80
Pt -0.201 0.940 -0.291 0.991
P 3.000 -1.368 1.198 1.277
P -2.739 0.990 -0.754 1.978
P 0.684 0.114 -2.220 0.776
Si -0.277 -1.201 0.333 1.266
C -0.230 0.369 -3.780 0.371
C 5.202 -2.621 2.562 -0.383
C 3.302 0.866 2.936 -0.430
C -4.101 -0.182 -4.427 -0.708
C -3.840 3.378 0.085 -0.575
C 2.276 0.919 -2.605 0.790
C -0.627 -1.885 3.070 -0.506
C -0.069 1.793 1.620 -1.801
C 1.776 -2.366 -3.073 -0.450
C -1.261 5.372 1.651 -0.799
C -4.504 2.000 -2.767 -0.829
C -1.354 1.966 -5.201 -0.780
C -4.932 0.851 -4.840 -0.781
C 5.707 1.632 1.795 -0.718
C -5.549 3.672 1.746 -0.806
C 0.728 -3.677 -0.863 -0.310
C -3.681 0.963 -2.337 0.309
C -5.497 2.316 2.026 -0.771
C -1.770 3.013 3.015 -0.138
C 2.036 -2.017 3.761 -0.129
C -4.647 1.484 1.310 -0.731
C 4.977 -4.928 1.043 -0.571
C 0.329 -1.679 2.068 0.426
C 4.309 1.953 -1.827 -0.901
C -1.082 -0.303 -5.935 -0.924
C -1.531 0.987 -6.169 -0.590
C 1.414 -4.388 -1.834 -0.975
C -0.269 -2.162 4.379 -1.024
C 0.539 -2.299 -0.984 0.375
C -0.622 4.199 1.278 -0.189
C -0.434 -0.613 -4.745 -0.125
C 5.139 2.414 2.794 -0.609
C -2.143 5.375 2.722 -0.630
C 3.081 1.367 -1.559 0.107
C -0.713 1.655 -4.015 -0.325
C -5.125 1.942 -4.008 -0.562
C 1.036 -1.665 -2.124 -0.105
C -4.709 4.203 0.776 -0.873
C 4.122 -3.859 0.819 -0.446
C -3.823 -3.364 0.422 -0.862
C -3.475 -0.121 -3.195 -0.322
C 3.950 1.648 -4.183 -0.816
C 3.854 0.080 1.930 0.482
C -0.850 2.999 1.962 0.716
C 5.066 0.485 1.361 -0.688
C 1.072 -2.236 4.728 -0.838
C 2.720 1.065 -3.920 -0.556
C 1.686 -1.729 2.442 -0.133
C -2.129 -1.623 0.229 -0.282
C 3.935 2.029 3.359 -0.655
C -4.440 -1.181 -0.339 0.020
C 1.961 -3.730 -2.929 -0.848
C 6.065 -3.684 2.781 -0.811
C -4.798 -2.476 -0.014 -1.020
C -3.828 2.002 0.311 0.858
C -3.117 -0.740 -0.224 -0.530
C -2.514 -2.935 0.535 0.058
C 5.952 -4.842 2.026 -0.535
C 4.744 2.093 -3.137 -0.712
C 4.213 -2.696 1.582 0.278
C -2.400 4.186 3.393 -0.657
H -1.728 2.968 -5.364 0.453
H -0.591 2.420 -3.254 0.342
H -2.630 6.292 3.028 0.406
H 2.096 0.739 -4.742 0.461
H 2.210 -1.848 -3.921 0.582
H 2.373 0.574 3.401 0.167
H 4.888 -5.824 0.442 0.435
H -4.692 2.851 -2.128 0.406
H 2.742 1.249 -0.535 -0.162
H -2.039 1.226 -7.094 0.397
H 4.283 1.761 -5.207 0.424
H -6.128 1.894 2.799 0.410
H 0.953 2.093 1.303 0.457
H -3.161 3.811 -0.641 0.506
H -3.100 4.174 4.221 0.433
H -1.969 2.094 3.554 0.423
H -0.096 -1.626 -4.574 0.396
H 4.922 2.301 -1.006 0.519
H -1.682 -1.826 2.827 0.459
H 3.380 -3.918 0.035 0.248
H 3.479 2.629 4.137 0.452
H 0.103 4.216 0.470 0.422
H -2.830 -0.937 -2.891 0.261
H -1.767 -3.641 0.882 0.292
H 5.636 3.316 3.128 0.383
H -4.084 -4.385 0.672 0.437
H -1.234 -1.076 -6.677 0.433
H -5.774 2.752 -4.316 0.435
H 5.304 -1.722 3.157 0.407
H 1.554 -5.457 -1.723 0.423
H -5.424 0.805 -5.803 0.409
H 6.627 -5.671 2.196 0.379
H -6.223 4.317 2.294 0.376
H -1.051 6.292 1.117 0.395
H 5.703 2.552 -3.342 0.396
H 1.365 -2.454 5.748 0.412
H 0.078 1.128 2.467 0.420
H 0.364 -4.199 0.015 0.350
H -5.198 -0.497 -0.701 0.576
H 6.650 1.924 1.349 0.458
H 2.534 -4.280 -3.664 0.419
H -5.829 -2.792 -0.108 0.395
H 5.508 -0.106 0.566 0.531
H -3.933 -1.037 -5.069 0.444
H -4.712 5.266 0.575 0.450
H -4.631 0.426 1.540 0.346
H 6.829 -3.608 3.545 0.402
H -1.040 -2.322 5.123 0.426
H 3.082 -2.055 4.038 0.396